(1)
The following is a DFT calculation (ωB97M-V/def2-TZVPD) of a structure of composition C42H56LiO46P at a distorted geometry.

Net charge   -2
Largest force on an atom   5.25 eV Å⁻¹
Gap between HOMO and LUMO   7.0 eV
Molecular weight   1334.8 g/mol
2S+1   1

Each line ends with the Mulliken charge.
Cartesian coordinates (Å):
Li1 -0.488 1.828 0.050  0.600
P1 -0.456 -0.430 -0.346  -3.381
O1 -0.391 0.439 -1.659  0.884
O2 -0.327 -1.905 -0.664  -0.273
O3 -1.797 -0.041 0.418  0.037
O4 0.681 0.080 0.605  1.363
C1 -2.269 -6.003 2.117  -0.287
C2 -0.927 -5.599 2.796  0.420
O5 0.000 -6.447 2.146  -0.371
C3 -0.613 -7.436 1.388  0.753
O6 -0.089 -8.362 0.962  -0.482
O7 -1.929 -7.280 1.510  -0.415
H1 -2.634 -5.325 1.323  0.065
H2 -3.012 -6.223 2.877  0.427
H3 -0.919 -5.743 3.881  0.304
H4 -0.739 -4.574 2.473  -0.391
C4 0.337 -0.418 3.343  0.346
C5 -0.536 -1.567 2.871  1.927
O8 -0.969 -2.128 4.168  -0.397
C6 -0.851 -1.226 5.132  0.399
O9 -1.259 -1.281 6.205  -0.593
O10 -0.190 -0.122 4.710  -0.545
H5 0.393 0.414 2.634  0.005
H6 1.323 -0.840 3.542  0.380
H7 0.027 -2.334 2.347  -0.843
H8 -1.424 -1.266 2.299  -0.792
C7 3.367 2.391 6.505  -0.516
C8 2.429 2.287 5.329  0.306
O11 2.515 3.627 4.859  -0.188
C9 3.618 4.246 5.298  0.611
O12 4.032 5.282 4.939  -0.547
O13 4.197 3.510 6.277  -0.376
H9 3.936 1.461 6.622  0.365
H10 2.840 2.591 7.449  0.277
H11 1.369 2.154 5.470  0.360
H12 2.771 1.532 4.611  -0.335
C10 -0.595 -5.204 -1.063  1.190
C11 -1.813 -5.794 -1.707  -0.045
O14 -1.254 -6.355 -2.925  -0.495
C12 0.109 -6.500 -2.834  0.623
O15 0.774 -7.091 -3.560  -0.539
O16 0.453 -5.982 -1.662  -0.557
H13 -0.492 -5.435 0.003  -0.708
H14 -0.454 -4.098 -1.087  -0.124
H15 -2.551 -5.039 -1.971  0.269
H16 -2.248 -6.627 -1.139  0.371
C13 2.600 1.731 -2.177  0.856
C14 2.542 0.202 -2.457  1.862
O17 3.940 -0.146 -2.518  -0.447
C15 4.703 0.916 -2.210  0.592
O18 5.892 0.884 -2.242  -0.631
O19 3.986 2.012 -1.987  -0.439
H17 2.083 2.065 -1.287  -0.696
H18 2.247 2.293 -3.038  -0.050
H19 2.114 -0.050 -3.441  -0.482
H20 1.943 -0.315 -1.689  -0.601
C16 -3.261 1.696 3.039  1.158
C17 -4.346 1.847 2.011  0.383
O20 -5.379 0.896 2.567  -0.442
C18 -5.104 0.601 3.885  0.654
O21 -5.814 -0.023 4.548  -0.523
O22 -3.947 1.143 4.213  -0.434
H21 -2.797 2.610 3.381  -0.485
H22 -2.551 0.977 2.607  -0.420
H23 -4.056 1.491 1.028  -0.241
H24 -4.779 2.845 1.999  0.350
C19 -0.941 -3.071 -3.964  0.570
C20 0.327 -2.370 -3.532  1.078
O23 0.742 -1.847 -4.832  -0.446
C21 -0.257 -1.808 -5.741  0.520
O24 -0.232 -1.289 -6.796  -0.575
O25 -1.311 -2.460 -5.236  -0.424
H25 -1.793 -2.923 -3.277  -0.358
H26 -0.760 -4.136 -4.091  0.149
H27 1.131 -3.055 -3.225  0.126
H28 0.167 -1.505 -2.902  -0.919
C22 2.311 -3.823 0.371  1.240
C23 2.798 -2.392 0.011  0.738
O26 3.979 -2.268 0.807  -0.437
C24 4.367 -3.478 1.249  0.523
O27 5.385 -3.717 1.819  -0.640
O28 3.478 -4.414 0.914  -0.429
H29 1.979 -4.445 -0.462  -0.320
H30 1.535 -3.761 1.150  -0.607
H31 2.009 -1.693 0.321  -0.582
H32 3.203 -2.293 -0.995  0.108
C25 -0.267 1.612 -4.901  1.353
C26 -1.152 2.806 -4.576  0.245
O29 -0.620 3.853 -5.439  -0.459
C27 0.585 3.536 -5.988  0.582
O30 1.225 4.216 -6.701  -0.583
O31 0.740 2.208 -5.792  -0.448
H33 -0.707 0.823 -5.530  -0.024
H34 0.099 1.143 -3.984  -0.807
H35 -1.096 3.141 -3.523  0.035
H36 -2.192 2.664 -4.853  0.154
C28 -3.022 -0.071 -2.852  1.868
C29 -3.106 1.265 -2.164  1.834
O32 -4.300 1.869 -2.751  -0.527
C30 -5.036 0.901 -3.293  0.560
O33 -6.113 1.056 -3.740  -0.615
O34 -4.412 -0.252 -3.255  -0.537
H37 -2.802 -0.915 -2.192  -1.183
H38 -2.479 0.038 -3.802  -0.255
H39 -2.261 1.907 -2.314  -0.454
H40 -3.379 0.972 -1.153  -0.799
C31 -0.547 4.298 4.061  -0.216
C32 0.183 5.484 3.471  -0.313
O35 0.178 5.250 2.034  -0.465
C33 -0.266 4.045 1.768  0.356
O36 -0.316 3.575 0.675  -0.242
O37 -0.559 3.394 2.908  0.188
H41 -1.591 4.525 4.299  0.358
H42 -0.063 3.762 4.880  0.092
H43 1.205 5.440 3.843  0.080
H44 -0.199 6.501 3.589  0.356
C34 3.197 6.628 -4.388  -0.294
C35 2.020 7.620 -4.220  -0.318
O38 1.312 7.043 -3.113  -0.418
C36 1.732 5.783 -2.826  0.597
O39 1.273 5.127 -1.972  -0.314
O40 2.864 5.573 -3.564  -0.291
H45 4.129 7.103 -4.078  0.261
H46 3.289 6.258 -5.431  0.272
H47 1.446 7.649 -5.151  0.242
H48 2.239 8.639 -3.886  0.257
C37 3.420 2.343 1.392  1.021
C38 3.535 0.853 1.553  0.750
O41 4.290 0.761 2.795  -0.511
C39 5.025 1.906 2.968  0.618
O42 5.870 2.024 3.814  -0.639
O43 4.608 2.824 2.173  -0.426
H49 2.532 2.772 1.932  -0.470
H50 3.438 2.751 0.375  0.042
H51 4.148 0.427 0.762  0.136
H52 2.556 0.368 1.623  -0.673
C40 -4.400 -1.783 0.327  0.967
C41 -3.254 -2.726 0.178  1.120
O44 -3.944 -3.916 -0.229  -0.399
C42 -5.260 -3.881 0.075  0.506
O45 -6.043 -4.749 0.020  -0.607
O46 -5.592 -2.669 0.503  -0.443
H53 -4.555 -1.325 -0.657  0.128
H54 -4.378 -1.203 1.253  -0.585
H55 -2.876 -2.902 1.181  0.226
H56 -2.428 -2.439 -0.503  -1.249

(2)
The following is a DFT calculation (ωB97M-V/def2-TZVPD) of a cluster of 3 separate species, C4H9N3 in total at a distorted geometry.

Net charge   0
Largest force on an atom   3.45 eV Å⁻¹
Energy relative to the best compared isomer or geometry (same formula, charge and spin)   336.6 kJ/mol
Gap between HOMO and LUMO   10.1 eV
Molecular weight   99.1 g/mol
2S+1   1

Each line ends with the Mulliken charge.
Cartesian coordinates (Å):
C1 2.276 0.893 0.091  -0.804
N1 1.226 0.047 -0.370  -0.303
C2 0.808 -1.041 -0.011  0.641
N2 0.554 -2.209 0.260  -0.657
H1 2.468 1.639 -0.674  0.257
H2 1.981 1.400 1.010  0.292
H3 3.187 0.319 0.276  0.381
H4 1.038 -2.962 -0.201  0.246
C3 -1.235 1.511 -1.201  0.060
N3 -0.125 1.848 -1.152  -0.352
H5 -2.264 1.710 -1.398  0.344
C4 -1.947 -0.675 0.686  -0.933
H6 -2.922 -0.208 0.808  0.343
H7 -2.108 -1.742 0.591  0.286
H8 -1.351 -0.470 1.566  0.268
H9 -1.585 -0.059 -0.282  -0.068

(3)
The following is a DFT calculation (ωB97M-V/def2-TZVPD) of a structure of composition C39H89InN15O18 at a distorted geometry.

Net charge   -1
Largest force on an atom   19.00 eV Å⁻¹
Gap between HOMO and LUMO   5.2 eV
Molecular weight   1171.0 g/mol
2S+1   1

Each line ends with the Mulliken charge.
Cartesian coordinates (Å):
C1 4.937 -0.163 2.192  0.237
C2 3.992 -0.391 1.500  -1.844
In1 2.150 -1.005 0.463  1.020
N1 1.285 0.688 -0.493  -0.691
C3 0.667 -1.542 1.998  -0.890
C4 -0.643 -1.723 1.448  -1.059
O1 -1.332 -2.791 2.159  -0.098
C5 -2.372 -3.229 1.550  0.384
C6 -2.459 -4.643 1.496  -1.915
O2 -3.218 -2.533 1.097  -0.682
C7 2.484 -2.592 -1.062  -1.127
C8 3.239 -3.752 -0.616  -0.774
O3 3.877 -3.572 0.667  -0.129
C9 3.506 -4.379 1.596  0.398
O4 2.381 -4.566 1.917  -0.360
C10 4.590 -5.030 2.264  -0.559
C11 5.767 -4.133 2.535  -1.358
H1 5.519 0.077 2.941  0.772
H2 1.826 0.912 -1.287  0.114
H3 0.450 0.339 -0.881  0.183
H4 0.616 -0.713 2.620  0.216
H5 0.980 -2.340 2.576  0.719
H6 -1.182 -0.853 1.534  0.321
H7 -0.620 -1.985 0.437  0.586
H8 -2.721 -5.072 2.412  0.425
H9 -1.573 -5.080 1.181  -0.040
H10 -3.189 -4.872 0.816  0.701
H11 2.979 -2.154 -1.846  0.265
H12 1.548 -2.881 -1.421  0.379
H13 3.993 -3.965 -1.303  0.450
H14 2.642 -4.586 -0.612  0.450
H15 4.213 -5.345 3.162  0.307
H16 4.899 -5.890 1.765  0.342
H17 6.647 -4.505 2.168  0.438
H18 5.852 -3.926 3.532  0.464
H19 5.610 -3.243 2.050  0.287
O5 7.547 -1.437 3.635  -0.580
C12 7.873 -0.431 3.051  0.659
N2 7.604 0.809 3.556  -0.398
C13 8.593 -0.463 1.720  -0.983
H20 7.855 1.654 3.089  0.165
H21 7.123 0.861 4.433  0.249
H22 7.970 -0.987 1.002  0.202
H23 9.530 -1.000 1.840  0.307
H24 8.806 0.533 1.337  0.346
O6 -3.086 -5.098 3.814  -0.674
C14 -2.362 -5.900 3.324  0.358
N3 -1.487 -5.541 2.339  1.344
C15 -2.430 -7.343 3.819  -1.145
H25 -0.865 -6.184 1.896  0.303
H26 -1.486 -4.578 2.044  0.520
H27 -3.434 -7.718 3.655  0.426
H28 -2.216 -7.349 4.886  0.317
H29 -1.743 -8.015 3.326  0.414
O7 -0.071 0.795 -3.005  -0.546
C16 -0.440 1.485 -3.925  0.516
N4 0.013 1.282 -5.204  -0.395
C17 -1.420 2.618 -3.728  -0.748
H30 -0.276 1.842 -5.977  0.171
H31 0.665 0.536 -5.355  0.248
H32 -1.008 3.331 -3.026  0.102
H33 -2.341 2.211 -3.320  0.245
H34 -1.650 3.142 -4.651  0.340
O8 0.611 -8.879 2.169  -0.727
C18 0.027 -7.952 2.716  0.862
N5 -1.205 -7.533 2.355  -0.687
C19 0.669 -7.165 3.843  -0.604
H35 -1.657 -6.743 2.803  -0.047
H36 -1.674 -8.002 1.599  -0.089
H37 1.594 -6.726 3.481  -0.050
H38 0.892 -7.843 4.662  0.381
H39 0.024 -6.371 4.209  0.171
O9 -2.200 5.613 -3.763  -0.622
C20 -2.119 6.587 -3.042  0.738
N6 -2.256 7.850 -3.546  -0.410
C21 -1.866 6.485 -1.561  -0.773
H40 -2.196 8.667 -2.977  0.176
H41 -2.427 7.947 -4.528  0.220
H42 -0.916 5.982 -1.395  0.272
H43 -2.661 5.909 -1.117  0.087
H44 -1.830 7.459 -1.078  0.340
O10 -4.835 6.348 -1.074  -0.605
C22 -5.831 5.646 -1.102  0.554
N7 -5.813 4.386 -0.599  -0.377
C23 -7.137 6.118 -1.689  -0.616
H45 -6.610 3.787 -0.609  0.170
H46 -4.955 4.047 -0.206  0.228
H47 -6.987 6.374 -2.733  0.238
H48 -7.465 6.999 -1.143  0.030
H49 -7.914 5.358 -1.625  0.322
O11 -2.391 -7.677 -0.545  -0.663
C24 -1.408 -7.985 -1.197  0.886
N8 -0.821 -9.165 -0.917  -0.324
C25 -0.805 -7.123 -2.281  -0.949
H50 -0.007 -9.537 -1.358  0.159
H51 -1.240 -9.677 -0.164  0.216
H52 -0.517 -6.168 -1.853  0.149
H53 -1.550 -6.955 -3.053  0.286
H54 0.072 -7.580 -2.733  0.355
O12 -7.751 8.713 0.629  -0.621
C26 -7.151 9.723 0.331  0.604
N9 -7.275 10.862 1.071  -0.405
C27 -6.227 9.807 -0.864  -0.565
H55 -6.793 11.707 0.852  0.177
H56 -7.878 10.837 1.871  0.225
H57 -6.793 9.582 -1.764  0.226
H58 -5.434 9.070 -0.752  0.054
H59 -5.782 10.795 -0.968  0.321
O13 4.770 -3.225 -3.401  -0.612
C28 5.427 -2.309 -3.855  0.662
N10 5.315 -1.067 -3.321  -0.283
C29 6.394 -2.459 -5.015  -1.003
H60 5.813 -0.270 -3.655  0.165
H61 4.690 -0.964 -2.539  0.257
H62 5.851 -2.815 -5.883  0.263
H63 7.151 -3.190 -4.739  0.242
H64 6.877 -1.536 -5.263  0.378
O14 -0.086 3.225 5.284  -0.688
C30 -0.702 2.730 4.353  0.824
N11 -0.092 2.245 3.258  -0.187
C31 -2.217 2.627 4.360  -1.005
H65 -0.579 1.835 2.483  0.041
H66 0.910 2.292 3.220  0.160
H67 -2.637 3.625 4.448  0.289
H68 -2.528 2.035 5.216  0.239
H69 -2.604 2.162 3.457  0.317
O15 7.965 -1.328 -7.118  -0.586
C32 8.753 -1.664 -7.974  0.583
N12 10.078 -1.358 -7.888  -0.390
C33 8.329 -2.448 -9.198  -0.866
H70 10.745 -1.625 -8.580  0.175
H71 10.386 -0.840 -7.087  0.228
H72 7.588 -1.872 -9.744  0.250
H73 7.883 -3.384 -8.878  0.240
H74 9.162 -2.666 -9.862  0.336
O16 -9.179 6.723 -4.145  -0.596
C34 -10.250 6.241 -3.858  0.712
N13 -11.030 6.770 -2.874  -0.392
C35 -10.805 5.017 -4.560  -0.941
H75 -11.916 6.390 -2.616  0.167
H76 -10.686 7.578 -2.388  0.221
H77 -10.111 4.193 -4.429  0.240
H78 -10.901 5.234 -5.619  0.260
H79 -11.777 4.720 -4.173  0.345
O17 -1.977 -3.042 7.124  -0.664
C36 -1.368 -2.127 6.595  0.382
N14 -1.481 -0.852 7.056  -0.356
C37 -0.457 -2.313 5.409  0.017
H80 -0.993 -0.082 6.644  0.195
H81 -2.077 -0.687 7.844  0.221
H82 -1.026 -2.726 4.580  -0.288
H83 0.339 -3.003 5.674  0.289
H84 -0.012 -1.378 5.083  0.149
O18 0.851 6.645 0.841  -0.621
C38 1.409 6.356 1.877  0.491
N15 1.860 7.325 2.729  -0.386
C39 1.655 4.931 2.321  -0.563
H85 2.321 7.118 3.590  0.186
H86 1.715 8.281 2.470  0.232
H87 2.261 4.425 1.574  0.300
H88 0.705 4.424 2.411  0.016
H89 2.167 4.885 3.280  0.342

(4)
The following is a DFT calculation (ωB97M-V/def2-TZVPD) of a cluster of 2 separate species, C6H13N2O4S in total at a distorted geometry.

Net charge   -1
Largest force on an atom   3.17 eV Å⁻¹
Energy relative to the best compared isomer or geometry (same formula, charge and spin)   50.0 kJ/mol
Gap between HOMO and LUMO   8.6 eV
Molecular weight   209.2 g/mol
2S+1   1

Each line ends with the Mulliken charge.
Cartesian coordinates (Å):
C1 -3.571 -1.677 0.774  0.568
C2 2.496 0.302 -2.136  -1.327
C3 0.989 0.609 2.108  -1.047
C4 0.510 -1.026 -0.402  -1.026
C5 2.205 0.627 -0.681  -0.307
C6 0.285 1.061 0.781  -0.205
N1 -2.589 -0.819 0.922  -0.480
N2 0.820 0.385 -0.379  0.235
O1 -3.779 -2.741 1.232  -0.625
O2 -4.493 -0.932 -0.131  -0.378
O3 -3.888 1.435 0.372  -0.643
O4 -2.739 0.261 -1.444  -0.593
S1 -3.328 0.203 -0.130  1.105
H1 3.577 0.413 -2.389  0.391
H2 2.385 -0.791 -2.265  0.313
H3 2.002 0.819 -2.934  0.344
H4 2.025 0.855 2.065  0.299
H5 0.445 1.214 2.824  0.371
H6 0.641 -0.417 1.992  0.306
H7 0.436 -1.307 -1.444  0.400
H8 1.265 -1.796 0.063  0.244
H9 -0.576 -1.111 0.089  0.306
H10 2.465 1.680 -0.384  0.356
H11 2.897 -0.149 -0.153  0.215
H12 0.234 2.135 0.768  0.482
H13 -0.716 0.769 0.882  -0.303

Question: Which value of molecular weight does entry 3 give?
Answer: 1171.0 g/mol